{"formula": "C2H5NP2", "method": "ωB97M-V/def2-TZVPD", "relative_energy_ev": 4.8652, "orbital_gap_ev": [5.749, 8.800], "multiplicity": 1, "lumo_energy_ev": [-1.0, -0.2], "e_homo_ev": [-6.78, -8.98], "elements": ["C", "C", "N", "P", "P", "H", "H", "H", "H", "H"], "coordinates": [[0.96656, 1.01845, -2.06021], [-1.31144, -0.75775, 1.69635], [-0.57801, 0.46805, 1.87199], [1.81765, -0.35303, -1.67787], [-0.07612, 1.70005, 1.15908], [0.93535, 1.71169, -2.94381], [-1.01323, -1.34042, 2.59546], [-0.81108, -1.05932, 0.71318], [-2.44894, -0.62638, 1.59131], [2.51926, -0.76133, -2.94548]], "atomic_forces_ev_per_a": [[1.073, -0.309, -0.949], [0.859, 0.076, -0.974], [-0.943, 1.028, 0.565], [-0.342, 0.310, -0.423], [0.485, 0.232, -0.541], [-0.325, -0.655, 1.137], [-0.683, -0.362, -1.016], [-1.330, -0.952, 1.271], [1.834, -0.074, 0.220], [-0.627, 0.707, 0.710]]}

---

{"formula": "C2H5NS", "method": "ωB97M-V/def2-TZVPD", "relative_energy_ev": 1.6611, "orbital_gap_ev": 10.115, "multiplicity": 1, "lumo_energy_ev": 0.7, "e_homo_ev": -9.38, "elements": ["C", "C", "N", "S", "H", "H", "H", "H", "H"], "coordinates": [[4.84145, 0.18082, -0.48043], [-1.47678, 0.13195, 0.00907], [4.16566, -0.17628, 0.37740], [0.03895, -0.90098, 0.10140], [-0.60373, -2.09467, -0.22987], [-1.34496, 1.09207, 0.54805], [-2.26037, -0.46118, 0.43844], [-1.61580, 0.37628, -1.01755], [3.37815, -0.32405, 1.00205]], "atomic_forces_ev_per_a": [[1.229, 0.483, -1.327], [1.056, 0.335, 0.549], [-1.965, -0.473, 1.736], [-0.657, -0.841, -0.123], [0.686, 1.130, 0.299], [0.069, -0.799, -0.060], [-0.578, 0.123, 0.069], [-0.532, 0.063, -0.720], [0.692, -0.021, -0.423]]}

---

{"formula": "C2H5NS", "method": "ωB97M-V/def2-TZVPD", "relative_energy_ev": 0.9158, "orbital_gap_ev": 9.006, "multiplicity": 1, "smiles": "CNC=S", "lumo_energy_ev": 0.7, "e_homo_ev": -8.28, "elements": ["C", "N", "C", "S", "H", "H", "H", "H", "H"], "coordinates": [[-1.24553, -0.04393, -0.01684], [0.29376, -0.40485, -0.15987], [1.28718, 0.41514, 0.17616], [2.81191, -0.18113, 0.14196], [-1.57107, -0.32101, 0.93449], [-1.21332, 0.97387, -0.15327], [-1.96698, -0.52180, -0.78158], [0.48163, -1.38907, -0.28341], [1.12241, 1.47278, 0.14236]], "atomic_forces_ev_per_a": [[2.154, -2.401, -2.268], [-4.181, 0.225, 0.280], [0.767, -1.474, -1.666], [0.659, 0.293, 0.546], [-0.460, -0.314, 1.606], [-0.522, 2.417, -0.159], [1.755, 0.581, 0.904], [0.423, 0.157, 0.164], [-0.595, 0.516, 0.593]]}

---

{"formula": "C2H5NS", "method": "ωB97M-V/def2-TZVPD", "relative_energy_ev": 2.8562, "orbital_gap_ev": [6.798, 7.224], "multiplicity": 3, "lumo_energy_ev": [1.0, -2.2], "e_homo_ev": [-5.84, -9.38], "elements": ["C", "C", "N", "S", "H", "H", "H", "H", "H"], "coordinates": [[-0.64370, -0.21991, 0.98217], [0.86826, 0.67084, -1.17446], [-0.82347, -0.56288, 2.13206], [0.02422, 1.26190, 0.35631], [-1.19798, -1.18975, -0.35704], [0.18772, -0.27398, -1.51627], [1.97430, 0.38021, -1.02292], [0.78097, 1.36787, -1.93626], [-1.17033, -1.43431, 2.53641]], "atomic_forces_ev_per_a": [[2.667, 1.054, 0.078], [-0.591, -4.247, 1.050], [-1.114, -0.080, 1.219], [0.052, 0.216, -0.150], [-1.015, -1.043, -1.188], [2.017, 2.071, 0.677], [-1.955, 0.375, -0.019], [-0.184, 1.560, -1.222], [0.123, 0.094, -0.444]]}

---

{"formula": "C2H5NS2", "method": "ωB97M-V/def2-TZVPD", "relative_energy_ev": 1.4374, "orbital_gap_ev": 10.072, "multiplicity": 1, "smiles": "CSC#N.S", "lumo_energy_ev": 0.4, "e_homo_ev": -9.66, "elements": ["C", "S", "C", "N", "H", "H", "H", "S", "H", "H"], "coordinates": [[1.73240, -0.92336, -0.44698], [2.37414, -0.30931, 1.18410], [1.04516, 0.66490, 1.51561], [0.13074, 1.32592, 1.78623], [1.77476, 0.03343, -1.10933], [0.72254, -1.17748, -0.16882], [2.53377, -1.68413, -0.57941], [-2.90421, 0.46340, -0.76986], [-4.06466, 0.01761, -1.19654], [-3.34464, 1.58902, -0.21501]], "atomic_forces_ev_per_a": [[1.562, 2.431, 0.542], [-0.030, 0.132, 0.006], [-0.800, 0.818, 0.695], [0.671, -0.492, -0.322], [-0.040, -2.264, 0.690], [-0.140, -0.812, -0.737], [-1.266, 0.204, -0.890], [1.070, -0.131, 0.106], [-0.718, 0.027, -0.117], [-0.310, 0.086, 0.027]]}

---

{"formula": "C2H5NS2", "method": "ωB97M-V/def2-TZVPD", "relative_energy_ev": 3.0306, "orbital_gap_ev": 8.432, "multiplicity": 1, "lumo_energy_ev": 0.0, "e_homo_ev": -8.42, "elements": ["C", "C", "N", "S", "S", "H", "H", "H", "H", "H"], "coordinates": [[-0.15307, 0.28284, 0.43363], [-1.51984, 0.49439, -0.26681], [2.16813, -1.43925, 0.49264], [1.21957, 1.43541, -0.03608], [1.12429, -0.58480, -0.57071], [-0.20392, -0.18747, 1.47056], [-2.01727, 1.55729, -0.26962], [-2.34378, -0.24530, 0.03664], [-1.34457, 0.17168, -1.33417], [3.07044, -1.48478, 0.04391]], "atomic_forces_ev_per_a": [[-0.041, -0.421, 0.746], [-1.174, -0.397, -1.225], [-3.587, 1.668, -1.514], [-1.297, 0.076, 0.459], [2.720, -1.919, 2.343], [0.504, 1.053, -1.300], [1.492, -1.941, 0.241], [1.395, 1.005, 0.180], [-0.293, 0.842, 0.773], [0.282, 0.034, -0.704]]}

---

{"formula": "C2H5NS3", "method": "ωB97M-V/def2-TZVPD", "relative_energy_ev": 0.2519, "orbital_gap_ev": 8.683, "multiplicity": 1, "smiles": "CSC(=S)NS", "lumo_energy_ev": 0.2, "e_homo_ev": -8.52, "elements": ["C", "S", "C", "S", "N", "S", "H", "H", "H", "H", "H"], "coordinates": [[-0.62642, 1.61669, 0.34032], [0.83886, 1.18725, -0.60175], [1.23858, -0.44635, -0.05561], [2.79295, -0.86474, -0.15234], [0.24857, -1.31058, 0.29371], [-1.36484, -1.32316, -0.34927], [-0.40828, 2.69936, 0.61432], [-0.72802, 1.03785, 1.23309], [-1.54874, 1.44928, -0.23134], [0.67749, -2.25712, 0.47250], [-1.12015, -1.78849, -1.56363]], "atomic_forces_ev_per_a": [[-0.137, 1.660, -0.301], [0.122, -0.656, 0.306], [-0.584, 1.191, -1.070], [0.919, -0.537, 0.190], [-0.070, -1.824, 0.125], [0.564, 0.080, 0.960], [-0.821, -1.300, -0.295], [0.270, -0.285, 0.662], [0.344, 0.545, 0.094], [-0.890, 1.304, -0.099], [0.284, -0.177, -0.571]]}

---

{"formula": "C2H5NSi", "method": "ωB97M-V/def2-TZVPD", "relative_energy_ev": 2.9056, "orbital_gap_ev": 7.755, "multiplicity": 1, "lumo_energy_ev": -1.5, "e_homo_ev": -9.24, "elements": ["C", "C", "N", "Si", "H", "H", "H", "H", "H"], "coordinates": [[1.47078, -1.04501, -0.18557], [0.21396, -1.34756, -0.69935], [2.44354, -0.62534, 0.22766], [-1.29773, 0.01908, -0.08423], [0.11052, -1.37841, -1.83591], [-0.17228, -2.13674, -0.17246], [-0.90550, 2.91120, 0.96013], [-1.29053, 3.39818, 0.49616], [-0.57278, 0.20460, 1.29356]], "atomic_forces_ev_per_a": [[0.093, 0.626, -0.396], [-2.307, 2.946, -2.454], [1.747, 0.352, 0.738], [1.688, -0.829, 0.269], [0.405, -0.440, 1.690], [-1.200, -2.599, 0.769], [-0.511, 0.688, -0.616], [0.531, -0.687, 0.620], [-0.445, -0.055, -0.619]]}